No. 1
9
Properties=species:S:1:pos:R:3 method="wB97M-V/def2-TZVPD" multiplicity=7 total_charge=+2 largest_force_ev_per_a=6.70 relative_energy_kj_mol=0.0 total_energy_ev=-30676.3229 s2=12.8117 e_homo_ha="-0.7142 / -0.6645" lumo_ev="-12.79 / -9.49"
O 2.46 0.87 1.21
C 2.75 1.93 1.72
H 3.76 2.08 2.14
H 2.04 2.78 1.74
O -2.62 -0.86 -1.16
C -1.52 -0.47 -0.71
O -0.73 -1.61 -0.96
Tb 0.69 -0.16 0.15
H -1.78 -2.10 -1.44

=====

No. 2
47
Properties=species:S:1:pos:R:3 method="wB97M-V/def2-TZVPD" total_charge=+2 largest_force_ev_per_a=4.57 relative_energy_kj_mol=0.0 total_energy_ev=-41294.5290 e_homo_ha=-0.5107 lumo_ev=-10.28
Pb -1.05 -1.65 -1.41
H 1.13 1.48 -1.44
H 0.63 1.10 -1.00
P -0.53 0.45 -3.35
P 0.23 -2.19 1.10
C -1.06 -2.23 2.39
H -0.86 -3.06 3.08
H -1.08 -1.29 2.95
H -2.05 -2.37 1.92
C 0.30 -3.96 0.64
H 1.11 -4.10 -0.09
H 0.49 -4.58 1.53
H -0.64 -4.27 0.17
C 1.79 -2.03 2.04
H 1.80 -1.10 2.62
H 1.90 -2.89 2.72
H 2.62 -2.00 1.32
C -0.72 -0.79 -4.67
H -0.78 -0.30 -5.65
H 0.14 -1.47 -4.64
H -1.62 -1.40 -4.50
C -1.96 1.54 -3.63
H -1.87 2.44 -3.00
H -2.00 1.83 -4.68
H -2.89 1.04 -3.34
C 0.90 1.42 -3.95
H 1.81 0.80 -3.86
H 0.75 1.71 -5.00
H 1.05 2.31 -3.33
C -2.09 0.38 -0.48
O -2.88 1.22 -0.53
H 0.78 -1.63 -1.72
C -2.07 1.36 2.88
C -0.63 1.67 2.82
C 0.16 2.41 3.78
C 1.47 2.43 3.27
C 1.42 1.69 2.03
C 2.58 1.37 1.18
N 0.16 1.25 1.79
H -2.29 0.36 2.49
H -2.66 2.08 2.29
H -2.38 1.42 3.93
H -0.22 2.85 4.70
H 2.37 2.83 3.70
H 2.97 2.26 0.65
H 3.41 1.00 1.82
H 2.35 0.60 0.43

=====

No. 3
73
Properties=species:S:1:pos:R:3 method="wB97M-V/def2-TZVPD" total_charge=+3 largest_force_ev_per_a=2.54 relative_energy_kj_mol=430.9 total_energy_ev=-54443.3578 e_homo_ha="-0.6084 / -0.6084" lumo_ev="-10.45 / -10.45"
W -0.36 0.42 0.92
N -0.23 1.83 2.74
C 0.96 1.76 3.61
C 2.13 2.15 2.74
N 2.03 1.35 1.50
C 3.18 0.45 1.25
C 3.11 -0.88 1.97
N 2.01 -1.76 1.42
H -1.04 1.64 3.32
H -0.36 2.80 2.42
H 0.86 2.41 4.49
H 1.05 0.73 3.97
H 2.05 3.21 2.49
H 3.09 2.03 3.25
H 2.03 1.98 0.70
H 3.23 0.26 0.18
H 4.12 0.93 1.53
H 4.03 -1.45 1.77
H 2.95 -0.85 3.05
H 2.02 -1.79 0.39
H 2.10 -2.73 1.80
O -4.12 1.70 1.67
C -3.09 1.11 1.69
O -2.00 1.40 0.95
C -2.80 -0.10 2.56
C -3.73 -0.71 3.39
C -3.38 -1.85 4.08
C -2.10 -2.39 3.90
C -1.23 -1.73 3.05
N -1.56 -0.58 2.40
C 0.10 -2.26 2.72
O 0.69 -3.22 3.09
O 0.73 -1.35 1.80
H -4.72 -0.27 3.46
H -4.08 -2.34 4.74
H -1.78 -3.30 4.39
C -0.35 2.95 -1.25
C 0.13 2.12 -2.44
C 1.59 2.50 -2.77
C -0.75 2.39 -3.67
Si 0.16 0.30 -2.00
O 0.93 0.24 -0.45
C -1.44 -0.40 -1.26
C -1.26 -1.61 -0.56
C -2.36 -2.36 -0.08
C -3.63 -1.88 -0.28
C -3.84 -0.67 -0.96
C -2.77 0.04 -1.45
C 1.06 -0.86 -3.11
C 0.45 -1.39 -4.25
C 1.16 -2.19 -5.13
C 2.49 -2.48 -4.88
C 3.12 -1.97 -3.75
C 2.41 -1.16 -2.87
H -0.06 4.00 -1.37
H 0.13 2.65 -0.28
H -1.43 2.93 -1.11
H 1.64 3.56 -3.04
H 1.98 1.93 -3.61
H 2.26 2.35 -1.92
H -0.71 3.45 -3.92
H -1.80 2.13 -3.51
H -0.39 1.84 -4.54
H -0.28 -2.09 -0.58
H -2.20 -3.33 0.37
H -4.49 -2.45 0.06
H -4.85 -0.32 -1.14
H -2.96 0.96 -2.00
H -0.60 -1.18 -4.45
H 0.67 -2.59 -6.00
H 3.05 -3.10 -5.57
H 4.17 -2.18 -3.57
H 2.93 -0.73 -2.02

=====

No. 4
81
Properties=species:S:1:pos:R:3 method="wB97M-V/def2-TZVPD" total_charge=-1 largest_force_ev_per_a=10.74 relative_energy_kj_mol=0.0 total_energy_ev=-59328.9214 e_homo_ha=-0.0948 lumo_ev=2.30
N 34.55 6.09 60.93
H 34.48 7.00 61.12
H 33.70 5.60 61.08
H 35.30 5.74 61.19
H 34.69 6.00 59.93
N 34.70 4.20 56.54
H 35.24 4.39 55.53
H 34.95 4.95 57.15
H 34.99 3.53 57.13
H 33.75 4.17 56.32
P 33.80 3.46 59.41
O 33.58 2.32 58.56
O 35.28 3.97 59.18
O 33.55 3.31 60.77
O 33.22 4.62 58.76
O 34.95 1.80 54.53
C 34.17 0.83 54.52
O 33.47 0.46 53.41
C 33.84 1.06 52.13
C 33.18 0.20 51.06
C 33.64 0.08 55.74
H 34.80 1.42 51.82
H 33.40 2.11 52.20
H 33.35 0.42 50.05
H 31.99 0.37 51.28
H 33.46 -0.94 51.22
H 34.25 0.50 56.68
H 33.90 -1.03 55.50
H 32.59 0.14 56.09
O 37.75 -0.32 61.78
C 37.36 0.46 60.91
O 37.75 0.38 59.66
C 37.05 1.10 58.55
C 37.75 0.55 57.25
C 36.36 1.55 61.20
H 36.82 2.21 58.74
H 35.97 0.99 58.51
H 37.94 -0.63 57.02
H 38.66 0.94 57.41
H 37.55 0.80 56.34
H 36.11 1.24 62.16
H 35.48 1.48 60.70
H 36.60 2.57 60.70
O 31.93 3.79 54.56
C 31.15 3.20 55.30
O 30.22 2.39 54.94
C 30.39 1.68 53.68
C 29.39 2.37 52.65
C 30.96 3.62 56.78
H 30.28 0.50 53.92
H 31.32 1.46 53.28
H 29.59 1.83 51.70
H 29.60 3.54 52.69
H 28.25 2.16 52.76
H 29.93 3.80 56.90
H 31.52 4.65 56.87
H 31.22 2.80 57.34
O 32.06 8.06 54.81
C 32.83 7.37 55.37
O 33.71 6.42 54.78
C 33.60 6.30 53.37
C 34.50 5.09 52.86
C 33.02 7.36 56.85
H 33.81 7.24 52.82
H 32.74 6.00 52.96
H 34.21 4.07 53.28
H 35.52 5.25 53.04
H 34.33 5.29 51.88
H 32.62 6.46 57.10
H 32.62 8.21 57.15
H 34.10 7.37 57.19
C 39.61 5.15 54.68
C 38.27 5.12 55.56
O 37.22 5.65 55.20
C 38.48 4.36 56.85
H 39.88 4.10 54.79
H 40.48 5.76 55.05
H 39.33 5.40 53.63
H 37.51 4.54 57.43
H 39.24 4.85 57.47
H 38.71 3.37 57.14

=====

No. 5
17
Properties=species:S:1:pos:R:3 method="wB97M-V/def2-TZVPD" multiplicity=2 total_charge=-1 largest_force_ev_per_a=3.97 relative_energy_kj_mol=162.2 total_energy_ev=-9438.8518 s2=0.7748 e_homo_ha="-0.0568 / -0.0866" lumo_ev="4.07 / 4.06"
C -1.05 -0.59 -2.53
C 0.53 -1.34 2.10
C 0.01 -0.38 1.20
O -0.18 1.10 1.47
C -0.55 -0.72 -0.07
C -0.71 0.02 -1.20
H -1.84 -0.03 -3.03
H -0.14 -0.47 -3.14
H -1.26 -1.65 -2.50
H 0.04 -1.50 3.06
H 1.55 -1.68 1.96
H 0.11 0.68 2.33
H -0.81 -1.78 -0.10
H -0.67 1.10 -1.06
H 2.44 2.52 0.44
H 1.00 2.00 0.77
O 1.52 2.72 0.30

=====

No. 6
10
Properties=species:S:1:pos:R:3 method="wB97M-V/def2-TZVPD" total_charge=-1 largest_force_ev_per_a=2.95 relative_energy_kj_mol=0.0 total_energy_ev=-29389.9796 e_homo_ha=-0.1620 smiles="C=C1SC(=S)N=C1[O-]" lumo_ev=3.43
C -1.51 0.44 -1.06
C -0.66 0.24 -0.05
S -0.29 0.89 1.47
C 1.36 -0.06 1.47
S 2.20 0.05 2.87
N 1.55 -0.74 0.38
C 0.54 -0.69 -0.53
O 0.57 -1.16 -1.67
H -2.33 1.16 -0.93
H -1.45 -0.12 -1.95

=====

No. 7
18
Properties=species:S:1:pos:R:3 method="wB97M-V/def2-TZVPD" multiplicity=2 total_charge=-2 largest_force_ev_per_a=3.42 relative_energy_kj_mol=105.9 total_energy_ev=-9454.9788 s2=0.7505 e_homo_ha="0.1416 / -0.0533" lumo_ev="6.70 / 6.59"
C 1.17 -0.20 0.37
C 1.73 0.86 1.34
O 2.11 0.39 2.43
O 1.74 2.02 0.97
H 0.25 -0.64 0.97
H 1.95 -0.85 0.04
H 0.68 0.35 -0.40
C -1.68 -1.22 -1.86
C -2.65 -1.77 -0.86
C -1.56 0.34 -1.70
H -0.66 -1.59 -1.58
H -1.99 -1.47 -2.88
H -3.53 -1.16 -0.90
H -2.11 -1.67 0.17
H -1.01 0.67 -2.57
H -2.49 1.00 -1.74
H -2.95 -2.77 -1.17
H -0.92 0.76 -0.80